# C20H25N3O2S

C20H25N3O2S in the gas phase in a non-equilibrium geometry (ωB97M-V/def2-TZVPD, OMol25).

Calculated values
Calculated total energy   -40546.2273 eV
Frontier orbital gap   9.144 eV
LUMO   0.016 Ha
Energy above the lowest of the compared OMol25 structures with the same formula, charge and spin   45.13 kcal per mole
E_HOMO   -0.320 hartree
Structure (SMILES)   Cc1nc(C(=O)NCCC(C)C)sc1[C@]1(C)CC(c2ccccc2)=NO1

Cartesian coordinates (Å):
C -0.256 2.300 -1.974
C -0.555 1.233 -0.974
N -1.704 0.533 -1.103
C -1.849 -0.353 -0.167
C -3.017 -1.248 -0.040
O -3.150 -2.024 0.887
N -3.891 -1.101 -1.056
C -5.171 -1.762 -1.091
C -6.347 -0.791 -0.959
C -6.367 -0.023 0.373
C -5.581 1.284 0.285
C -7.808 0.274 0.788
S -0.559 -0.412 0.989
C 0.204 0.862 0.110
C 1.522 1.390 0.586
C 1.414 2.855 1.015
C 2.671 1.132 -0.411
C 3.570 0.243 0.423
C 4.840 -0.295 -0.020
C 5.333 -0.023 -1.296
C 6.549 -0.544 -1.698
C 7.287 -1.339 -0.838
C 6.804 -1.615 0.433
C 5.591 -1.099 0.841
N 3.086 0.008 1.579
O 1.895 0.620 1.762
H 0.813 2.469 -2.065
H -0.660 2.005 -2.938
H -0.736 3.233 -1.679
H -3.684 -0.396 -1.748
H -5.173 -2.471 -0.259
H -5.262 -2.319 -2.030
H -6.329 -0.082 -1.791
H -7.260 -1.381 -1.049
H -5.908 -0.653 1.142
H -6.018 1.939 -0.467
H -4.541 1.108 0.028
H -5.609 1.801 1.242
H -8.370 -0.647 0.923
H -7.828 0.826 1.725
H -8.305 0.874 0.027
H 1.136 3.481 0.173
H 2.369 3.188 1.416
H 0.661 2.947 1.794
H 3.176 2.055 -0.701
H 2.330 0.611 -1.307
H 4.767 0.595 -1.977
H 6.922 -0.328 -2.689
H 8.236 -1.744 -1.156
H 7.378 -2.236 1.104
H 5.199 -1.303 1.825